A structure of composition C31H44BrN3P2V in a non-equilibrium geometry. Source: OMol25; level of theory: ωB97M-V/def2-TZVPD.

Output
net charge = +2
<S²> = 3.829
energy = -5571.95827 Eh
gap between HOMO and LUMO (spin up / spin down) = 4.13 / 4.02 eV
spin multiplicity = 4

CARTESIAN COORDINATES (ANGSTROEM)
N (-0.32226, -4.72314, 6.71809)
C (-1.08589, -3.64084, 6.90041)
C (-0.98612, -2.48777, 6.11388)
C (-0.09755, -2.46436, 4.99336)
C (0.75711, -3.61359, 4.86888)
C (0.61150, -4.68170, 5.76725)
C (-0.14099, -1.43904, 3.96730)
V (-0.14201, -0.09455, 0.93327)
P (-1.18059, 0.48805, -4.44350)
C (0.35664, -1.67515, 2.66932)
C (-0.65423, -1.92979, 1.65914)
C (-0.13872, -2.22705, 0.35795)
C (-1.08529, -2.46347, -0.67574)
C (-2.40520, -2.04061, -0.52787)
C (-2.76883, -1.29855, 0.61019)
C (-1.97612, -1.39550, 1.75400)
Br (-3.67615, -2.35110, -1.80895)
H (-0.73659, -0.53802, 4.19709)
H (1.29020, -2.23623, 2.51811)
H (-1.64070, -1.63062, 6.31568)
H (1.49625, -3.71578, 4.07288)
H (-1.83929, -3.69322, 7.69109)
H (1.24644, -5.56450, 5.69172)
H (0.86387, -2.62267, 0.28836)
H (-2.40106, -1.23245, 2.73784)
H (-0.81412, -3.02942, -1.55762)
H (-3.75246, -0.83190, 0.62988)
P (2.18330, 0.48849, 0.17677)
C (-2.92223, -0.05491, -4.29236)
C (-3.47670, -0.62930, -5.59557)
H (-3.51364, 0.81233, -3.97694)
H (-2.97332, -0.79365, -3.47698)
H (-4.51640, -0.94912, -5.47455)
H (-3.45883, 0.13656, -6.38166)
H (-2.89463, -1.49687, -5.92682)
C (-0.15924, -0.90894, -3.85866)
C (0.75480, -1.42811, -4.97621)
H (-0.83110, -1.69519, -3.50311)
H (0.42026, -0.53206, -3.00974)
H (1.34094, -2.28362, -4.61826)
H (0.19384, -1.75766, -5.86450)
H (1.48057, -0.66581, -5.29251)
C (-1.07911, 1.90242, -3.31816)
C (-1.11467, 3.18466, -4.16059)
H (-0.12847, 1.80048, -2.77790)
H (-1.91746, 1.85447, -2.61017)
H (-0.50868, 3.96221, -3.69349)
H (-0.72748, 3.02483, -5.17549)
H (-2.12474, 3.58402, -4.24516)
C (2.71243, 2.20191, -0.28693)
C (4.17668, 2.53127, 0.02436)
H (2.02811, 2.90570, 0.20915)
H (2.52494, 2.30936, -1.36666)
H (4.33241, 2.75026, 1.08887)
H (4.85330, 1.71527, -0.26184)
H (4.50026, 3.41473, -0.54013)
C (2.91752, -0.44787, -1.23997)
C (3.29908, -1.88955, -0.94283)
H (3.78630, 0.10793, -1.61518)
H (2.14351, -0.39592, -2.02039)
H (3.78914, -2.01163, 0.03630)
H (2.41776, -2.54702, -0.98373)
H (4.00698, -2.24121, -1.70763)
C (3.15515, 0.14535, 1.71258)
C (2.60860, 0.92116, 2.91693)
H (4.22052, 0.37302, 1.54147)
H (3.06175, -0.93834, 1.89155)
H (3.27365, 0.77938, 3.77862)
H (2.55781, 2.00033, 2.72610)
H (1.60391, 0.56902, 3.20159)
N (-3.30183, 6.66895, 0.87357)
C (-2.73309, 5.64856, 0.92381)
C (-2.09014, 4.37042, 0.94529)
C (-0.81867, 4.21920, 1.52429)
C (-0.24929, 2.94915, 1.53700)
N (-0.86851, 1.90025, 0.93917)
C (-2.09185, 2.03940, 0.36953)
C (-2.74230, 3.26227, 0.39550)
H (-0.28785, 5.04085, 1.99492)
H (0.71603, 2.74765, 2.01509)
H (-2.53803, 1.14989, -0.09910)
H (-3.76912, 3.32799, 0.02873)

Forces on atoms 1 to 6 (eV/Å):
-0.12 0.59 0.10
0.00 0.13 -0.29
0.15 0.48 -0.69
1.15 -0.80 0.96
-0.58 0.01 0.28
0.04 0.49 -0.53